The following is a DFT calculation (ωB97M-V/def2-TZVPD) of a 12-piece molecular cluster, C39H96Br4N8O8 overall.

Values from the calculation:
* gap between HOMO and LUMO: 4.47 eV
* E_LUMO: -9.28 eV
* molecular weight: 1124.9 g/mol
* ΔE to the lowest compared entry with this formula, charge and spin: 0.000 eV
* HOMO energy: -13.74 eV
* charge: +4
* calculated total energy: -12878.24970 hartree

The geometry in XYZ format:
```
155
Properties=species:S:1:pos:R:3:forces:R:3
C 2.91264 6.94260 0.48145 0.56 -2.13 -1.89
C 1.56790 6.24784 0.54953 -1.71 0.91 0.39
O 0.51395 6.73560 0.89463 1.82 -0.93 -0.45
N 1.55282 4.80948 0.10435 1.23 0.07 0.18
H 2.01445 4.26494 0.89810 0.32 -0.15 -0.01
H 0.65363 4.32920 0.07421 -0.88 0.37 0.11
C 2.21211 4.45252 -1.19747 -0.17 0.70 0.82
H 3.15602 7.57663 1.29264 0.07 0.10 1.24
H 2.84945 7.63765 -0.34363 -0.18 0.21 -0.54
H 3.73710 6.20490 0.17370 -1.07 1.22 0.99
H 3.20063 4.86601 -1.26452 0.44 0.04 0.18
H 1.61295 4.91718 -1.95611 -0.31 -0.26 -0.63
H 2.23779 3.37946 -1.20514 -0.11 -0.39 -0.40
C -2.94321 1.15837 2.15600 0.29 1.14 -0.27
C -2.52552 2.58837 2.43725 -2.60 1.82 -1.11
O -3.20600 3.56974 2.17123 0.68 -2.42 -0.18
N -1.27491 2.94030 3.11797 0.92 0.74 0.81
H -0.88831 2.16978 3.72168 0.46 0.15 -0.52
H -0.62271 3.16315 2.32235 0.05 -0.45 0.89
C -1.60904 4.19701 4.01363 1.09 -1.01 -0.47
H -2.29960 0.70470 1.40440 -0.08 0.23 -0.23
H -3.99423 1.17501 1.86730 0.24 0.03 -0.16
H -2.83419 0.57453 3.02926 0.14 -0.69 1.22
H -2.02874 4.84119 3.25118 0.00 0.58 0.74
H -0.76420 4.62842 4.62536 -0.62 -0.91 -1.15
H -2.35249 3.74891 4.65663 -0.31 0.56 0.35
C 4.14914 -0.28408 1.65392 1.50 1.96 -0.75
C 2.95675 -1.00414 1.26213 -0.95 -2.35 -1.32
O 2.89543 -2.08932 0.69663 -0.39 2.92 1.52
N 1.69796 -0.20026 1.58309 0.12 -0.63 -0.06
H 1.81611 0.31419 2.46927 0.30 0.34 0.29
H 1.60378 0.58494 0.88781 -0.51 -0.51 0.18
C 0.48018 -1.00748 1.81293 -1.07 -0.62 0.56
H 4.33308 -0.28289 2.72029 -0.05 -0.45 0.37
H 4.04429 0.83432 1.46824 -0.07 -1.23 -0.04
H 5.01387 -0.66981 1.08934 -0.33 0.08 0.50
H -0.38636 -0.34666 1.91681 0.49 0.03 -0.09
H 0.56874 -1.56251 2.77069 0.26 0.53 -0.59
H 0.25964 -1.72997 1.04000 0.39 0.10 -0.48
C -4.15633 -9.17389 -0.04131 0.26 2.46 0.73
C -3.56503 -7.80361 -0.64774 0.82 -1.07 0.56
C -2.31004 -7.16640 0.09619 -1.67 1.20 -1.72
C -1.00361 -7.83927 -0.06140 1.65 -1.05 0.46
C -0.60733 -7.92486 -1.51658 0.48 -0.36 -0.68
C -1.63094 -8.66086 -2.39851 -1.32 -0.16 1.59
N -3.09971 -8.22733 -2.03744 -2.16 1.20 -1.94
O -3.95538 -8.19206 -2.90845 2.61 -0.42 2.16
C -1.67170 -10.19982 -2.14008 1.65 0.78 -0.88
C -1.43631 -8.28224 -3.81292 0.21 0.75 -0.32
C -4.67118 -6.79470 -0.79018 -0.58 1.32 1.48
H -3.44767 -9.94989 0.03515 0.85 -0.85 -0.11
H -5.02528 -9.47764 -0.59175 -0.35 -0.13 -0.36
H -4.44698 -8.92674 0.99172 -0.06 -0.03 -0.38
H -2.53486 -7.07049 1.13204 -0.54 0.10 0.81
H -2.25162 -6.10987 -0.33818 0.03 -1.21 0.60
H -0.95187 -8.84199 0.41410 -0.29 0.46 -0.21
H -0.25380 -7.24146 0.48955 -0.24 -0.26 -0.28
H 0.29710 -8.55699 -1.74776 -0.49 0.86 0.71
H -0.41198 -6.89142 -1.89542 -0.28 -0.80 0.05
H -1.84153 -10.49694 -1.09713 0.58 0.16 -0.40
H -0.64128 -10.43332 -2.57272 -1.34 -0.55 1.00
H -2.42565 -10.67169 -2.75613 -0.11 -0.09 -0.24
H -1.37073 -7.17883 -3.81828 -0.41 -0.42 -0.51
H -2.27006 -8.67640 -4.37790 0.28 0.10 -0.71
H -0.45618 -8.62450 -4.14892 -0.25 -0.32 -0.13
H -5.63446 -7.16871 -1.04580 -0.48 -0.65 -0.83
H -4.47366 -5.86161 -1.30727 0.53 -0.28 -0.84
H -4.91646 -6.34960 0.18896 0.55 -0.59 0.28
C 8.45079 -5.82924 -4.63784 -1.57 -0.06 1.09
C 8.22671 -4.31362 -4.55970 -1.01 0.66 -1.06
C 7.68269 -3.73000 -5.88120 1.57 1.44 -0.58
C 6.26719 -4.00234 -6.25278 0.66 -0.02 0.37
C 5.35508 -3.55173 -5.15201 -1.48 -0.28 -1.91
C 5.62386 -4.09607 -3.78934 0.02 -0.25 0.31
N 7.11623 -4.10637 -3.52629 1.44 -2.55 2.47
O 7.48489 -4.21543 -2.37511 -1.18 0.66 -2.30
C 5.04474 -5.53227 -3.58256 0.47 0.08 1.22
C 5.13533 -3.15028 -2.74176 -1.36 -1.21 2.28
C 9.40354 -3.54182 -4.00075 0.17 -0.10 0.35
H 7.67554 -6.36709 -5.23483 0.64 0.46 0.54
H 8.48035 -6.17695 -3.59846 -0.10 -0.40 -0.29
H 9.41247 -6.01359 -5.02637 1.11 -0.10 -0.77
H 8.31435 -3.95742 -6.75452 0.27 -0.31 0.65
H 7.79012 -2.63346 -5.78403 -0.06 -0.21 -0.04
H 6.11201 -5.04844 -6.47968 -0.07 -0.32 -0.23
H 6.00438 -3.39329 -7.11313 0.12 -0.30 -0.32
H 4.47483 -4.08129 -5.53756 -0.75 0.80 0.82
H 5.20540 -2.45519 -5.26645 0.10 -0.68 0.75
H 5.38575 -6.30281 -4.27999 -0.02 0.33 0.03
H 3.95359 -5.45813 -3.59769 0.17 0.20 -0.40
H 5.25617 -5.84286 -2.53517 0.19 0.03 -0.72
H 5.26166 -3.54730 -1.67010 -0.30 0.49 -1.68
H 4.06614 -2.96349 -2.92393 0.46 0.21 0.12
H 5.73762 -2.29155 -2.83312 0.22 1.54 0.06
H 10.17169 -3.55288 -4.73392 0.89 -0.40 -0.63
H 9.77520 -3.94159 -3.04887 -0.06 0.04 -0.44
H 9.21131 -2.48149 -3.89499 -0.48 0.21 0.24
C 5.12725 2.84816 6.00137 1.19 -0.31 0.01
C 4.46617 1.71993 6.79834 -0.14 -0.30 -0.50
C 4.87020 1.61166 8.24954 1.01 -0.34 0.31
O 4.05140 0.62026 8.91941 0.45 1.43 -1.00
C 3.85948 0.91716 10.28112 -0.31 0.05 1.15
N 2.93950 1.83366 6.86727 2.28 1.30 0.35
H 2.72104 2.82987 7.07438 -0.31 -0.93 -0.62
H 2.56796 1.45285 6.01681 -1.40 0.07 -0.90
H 2.71820 1.26722 7.67701 -0.58 -0.56 0.40
H 6.24132 2.64417 5.98846 -1.20 -0.04 -0.21
H 5.09308 3.79221 6.53839 -0.47 0.30 -0.10
H 4.76879 2.94356 4.94454 0.15 -0.11 1.01
H 4.73712 0.78257 6.27831 -0.70 0.18 0.33
H 4.90711 2.62739 8.70277 -0.54 -0.65 0.19
H 5.89267 1.23723 8.26417 0.22 0.13 0.13
H 3.64150 0.00631 10.81340 -0.62 -0.42 -0.14
H 3.08841 1.67548 10.46218 -0.11 -0.20 -0.23
H 4.73162 1.25387 10.81248 0.87 0.41 -0.28
C -8.38254 12.05369 3.67814 0.47 1.18 -0.14
C -8.34619 12.57416 2.27187 1.23 0.08 -0.50
C -7.92246 11.48661 1.24252 -1.14 -0.35 1.43
O -8.11110 12.01060 -0.02852 -0.05 -0.71 -0.65
C -7.74714 11.03068 -1.03558 -1.00 0.38 -0.96
N -9.68561 13.04362 1.84194 -0.15 1.49 -0.44
H -9.58385 13.18801 0.83960 -0.09 0.54 -0.54
H -10.41018 12.37927 1.90359 -1.07 -1.58 0.45
H -10.06161 13.88495 2.31488 0.62 -0.27 -0.29
H -7.39581 11.84870 4.00677 1.14 -0.40 0.11
H -8.93995 11.15793 3.78547 -0.82 -0.69 0.12
H -8.67902 12.83973 4.35315 -0.62 0.13 0.35
H -7.71171 13.49588 2.14206 -0.37 -1.04 0.28
H -8.60215 10.57304 1.44635 0.99 1.00 -0.43
H -6.87738 11.20468 1.43049 -0.18 -0.01 0.02
H -8.43622 10.13132 -1.04136 0.54 1.11 0.13
H -6.74458 10.68634 -0.82279 0.36 -0.05 -0.13
H -7.79475 11.56255 -2.03182 0.09 -0.72 1.21
C -4.48383 -0.59909 -4.96780 -0.98 0.44 -0.89
C -3.73120 0.52999 -4.26291 -0.31 -0.45 1.44
C -4.69665 1.57149 -3.45576 2.96 -0.59 1.57
O -6.00175 1.14562 -3.36755 -0.03 0.22 0.48
C -6.80705 1.75816 -2.31112 1.14 0.28 -1.18
N -2.72287 -0.26106 -3.32320 -1.62 1.40 -0.90
H -3.12614 -1.18442 -3.01819 0.24 0.26 0.61
H -1.96144 -0.61225 -3.89367 0.42 0.10 -0.01
H -2.38649 0.36995 -2.59178 0.10 -0.57 0.14
H -5.03642 -1.16092 -4.18960 0.24 0.17 -0.58
H -3.82236 -1.27863 -5.53065 -0.06 0.25 0.48
H -5.23486 -0.22769 -5.72857 0.79 -0.17 1.04
H -3.03434 1.10712 -4.86940 -0.38 0.04 -0.27
H -4.48542 2.52818 -3.92776 -0.83 0.30 -0.60
H -4.25345 1.80912 -2.39509 -0.51 -0.89 -1.41
H -6.58051 2.83748 -2.19090 0.21 -0.65 0.15
H -6.76865 1.18608 -1.37880 0.15 0.17 -0.18
H -7.74718 1.71325 -2.78791 -1.45 -0.10 0.17
Br -2.29682 -3.21062 -2.92714 0.03 -0.38 0.17
Br -0.29134 2.00221 -0.13072 0.09 0.12 0.04
Br 0.63913 0.79531 4.69977 -0.01 -0.12 0.08
Br 2.61316 2.95668 2.43128 0.13 0.22 -0.08
```
Positions in Å, forces in eV/Å.

Here are the Mulliken charges for atoms 1 to 8, given in e: C -0.9491; C 0.7164; O -0.4979; N 0.6549; H -0.3845; H 0.1262; C -0.8222; H 0.3742